A structure of composition C4H7NO. Source: the Open Molecules 2025 dataset; level of theory: wB97M-V/def2-TZVPD.

Summary:
- Max |F|: 0.011 Eh/bohr
- HOMO: -7.6 eV
- Charge: 0
- Frontier orbital gap: 7.85 eV
- Energy above the lowest of the compared OMol25 structures with the same formula, charge and spin: 731.74 kJ/mol

Geometry (Å):
C (-0.51, 1.44, -0.56)
C (0.15, -0.27, -0.02)
C (0.65, -1.22, -1.07)
N (1.54, -0.34, -0.23)
C (-0.57, -0.59, 1.22)
O (-0.03, -1.23, 2.10)
H (0.31, 1.94, -0.06)
H (-0.50, 1.73, -1.62)
H (-1.48, 1.60, -0.10)
H (0.53, -2.23, -0.64)
H (-0.42, 0.27, -0.99)
H (1.92, -0.78, 0.61)
H (-1.63, -0.28, 1.29)



A structure of composition C48H60ClFNNaP4 at a distorted geometry. Source: the Open Molecules 2025 dataset; level of theory: wB97M-V/def2-TZVPD.

Summary:
- Max |F|: 0.041 Eh/bohr
- HOMO: -0.3 eV
- Charge: -2
- Frontier orbital gap: 4.04 eV
- Energy above the lowest of the compared OMol25 structures with the same formula, charge and spin: 44.21 kJ/mol

Geometry (Å):
Na (0.90, -0.35, -0.38)
C (-0.79, 2.53, -2.29)
C (0.00, 1.79, -3.21)
C (1.37, 1.99, -2.87)
C (1.42, 2.86, -1.75)
C (0.09, 3.19, -1.40)
C (-0.30, 4.07, -0.25)
C (2.69, 3.29, -1.07)
C (2.58, 1.39, -3.53)
C (-0.52, 0.89, -4.30)
C (-2.29, 2.57, -2.26)
H (-0.39, 3.52, 0.70)
H (-1.27, 4.56, -0.42)
H (0.43, 4.87, -0.08)
H (3.32, 2.43, -0.82)
H (2.49, 3.82, -0.13)
H (3.30, 3.96, -1.70)
H (2.98, 0.54, -2.96)
H (3.40, 2.13, -3.60)
H (2.37, 1.04, -4.54)
H (-0.83, -0.09, -3.91)
H (0.25, 0.71, -5.06)
H (-1.39, 1.32, -4.81)
H (-2.67, 3.54, -1.92)
H (-2.74, 1.80, -1.60)
H (-2.71, 2.39, -3.26)
C (0.12, 1.36, 3.79)
N (-0.59, 0.31, 4.53)
C (-1.93, -0.06, 4.06)
P (-2.24, 0.18, 2.23)
C (-3.75, -0.89, 2.16)
C (-3.73, -2.21, 2.62)
C (-4.82, -3.05, 2.46)
C (-5.96, -2.60, 1.82)
C (-5.99, -1.31, 1.31)
C (-4.89, -0.47, 1.47)
C (-3.05, 1.84, 2.23)
C (-4.00, 2.30, 3.14)
C (-4.55, 3.57, 3.02)
C (-4.17, 4.40, 1.97)
C (-3.24, 3.95, 1.04)
C (-2.68, 2.68, 1.18)
C (-0.30, 0.02, 5.85)
C (-1.23, -0.64, 6.68)
C (-0.94, -0.91, 8.01)
C (0.26, -0.53, 8.58)
C (1.18, 0.13, 7.78)
C (0.92, 0.40, 6.45)
P (1.24, 0.80, 2.31)
C (2.19, -0.54, 3.14)
C (3.25, -0.37, 4.02)
C (3.94, -1.46, 4.53)
C (3.57, -2.75, 4.16)
C (2.50, -2.94, 3.30)
C (1.81, -1.84, 2.80)
C (2.36, 2.28, 2.43)
C (1.80, 3.54, 2.68)
C (2.59, 4.69, 2.74)
C (3.96, 4.60, 2.54)
C (4.52, 3.37, 2.25)
C (3.74, 2.22, 2.19)
H (0.70, 1.98, 4.47)
H (-0.65, 2.00, 3.35)
H (-2.69, 0.50, 4.62)
H (-2.09, -1.11, 4.26)
H (-2.83, -2.60, 3.08)
H (-4.77, -4.07, 2.83)
H (-6.82, -3.26, 1.70)
H (-6.86, -0.96, 0.77)
H (-4.93, 0.52, 1.04)
H (-4.34, 1.66, 3.95)
H (-5.27, 3.92, 3.75)
H (-4.60, 5.39, 1.87)
H (-2.94, 4.58, 0.21)
H (-1.95, 2.33, 0.45)
H (-2.19, -0.95, 6.29)
H (-1.69, -1.42, 8.61)
H (0.47, -0.74, 9.62)
H (2.14, 0.43, 8.19)
H (1.67, 0.89, 5.86)
H (3.57, 0.63, 4.30)
H (4.78, -1.31, 5.20)
H (4.13, -3.60, 4.53)
H (2.22, -3.94, 3.00)
H (0.99, -1.97, 2.09)
H (0.73, 3.65, 2.80)
H (2.12, 5.65, 2.94)
H (4.58, 5.49, 2.59)
H (5.59, 3.29, 2.05)
H (4.18, 1.27, 1.91)
C (2.69, -3.18, -1.87)
P (1.41, -2.15, -2.70)
C (2.13, -2.13, -4.41)
C (0.12, -3.47, -2.94)
C (-1.26, -2.86, -3.26)
P (-1.74, -1.74, -1.85)
C (-3.44, -1.26, -2.43)
C (-2.29, -3.05, -0.68)
H (3.59, -2.57, -1.75)
H (2.92, -4.09, -2.43)
H (2.34, -3.42, -0.87)
H (2.19, -3.13, -4.84)
H (3.13, -1.69, -4.35)
H (1.52, -1.49, -5.05)
H (0.06, -4.01, -1.99)
H (0.44, -4.18, -3.71)
H (-2.02, -3.64, -3.41)
H (-1.21, -2.26, -4.17)
H (-4.04, -2.12, -2.74)
H (-3.36, -0.54, -3.25)
H (-3.94, -0.76, -1.59)
H (-2.89, -3.82, -1.18)
H (-2.88, -2.57, 0.09)
H (-1.42, -3.49, -0.19)
Cl (3.30, -0.37, -0.02)
F (-0.21, -1.52, 0.59)



A cluster of 6 separate species, C42H96N6O5 in total at a distorted geometry. Source: the Open Molecules 2025 dataset; level of theory: wB97M-V/def2-TZVPD.

Summary:
- Max |F|: 0.033 Eh/bohr
- HOMO: -17.8 eV
- Charge: +4
- Frontier orbital gap: 9.64 eV
- Energy above the lowest of the compared OMol25 structures with the same formula, charge and spin: 0.00 kJ/mol

Geometry (Å):
N (0.44, -0.50, -0.59)
O (0.37, -1.68, -0.17)
O (0.73, 0.43, 0.21)
O (0.36, -0.26, -1.80)
C (4.25, 4.59, 0.07)
O (3.07, 3.80, -0.08)
C (3.38, 2.57, -0.73)
C (4.05, 1.53, 0.12)
N (3.22, 1.13, 1.31)
H (3.05, 1.90, 1.95)
H (2.28, 0.81, 0.99)
C (3.84, -0.02, 2.10)
C (3.52, -1.37, 1.50)
O (3.99, -1.43, 0.19)
C (3.67, -2.63, -0.50)
H (4.59, 5.02, -0.87)
H (5.08, 4.02, 0.49)
H (4.04, 5.38, 0.80)
H (3.97, 2.77, -1.63)
H (2.43, 2.16, -1.11)
H (5.01, 1.85, 0.54)
H (4.20, 0.62, -0.45)
H (3.31, 0.08, 3.05)
H (4.89, 0.19, 2.25)
H (2.45, -1.59, 1.61)
H (4.04, -2.11, 2.13)
H (2.62, -2.67, -0.78)
H (3.90, -3.52, 0.10)
H (4.25, -2.64, -1.42)
C (0.41, -6.16, -5.83)
C (0.43, -4.69, -6.24)
C (1.07, -3.82, -5.18)
N (0.98, -2.31, -5.45)
C (1.95, -1.62, -4.54)
C (3.41, -1.83, -4.87)
C (3.67, -1.57, -6.34)
C (2.70, -2.29, -7.26)
C (1.27, -1.95, -6.89)
C (-0.37, -1.82, -5.12)
H (1.38, -6.64, -5.91)
H (-0.26, -6.68, -6.50)
H (0.09, -6.27, -4.79)
H (-0.57, -4.33, -6.49)
H (0.99, -4.60, -7.17)
H (2.13, -4.04, -5.08)
H (0.53, -3.91, -4.24)
H (1.66, -1.93, -3.54)
H (1.74, -0.54, -4.60)
H (3.77, -2.79, -4.52)
H (3.92, -1.05, -4.30)
H (4.71, -1.71, -6.61)
H (3.48, -0.50, -6.54)
H (2.85, -3.38, -7.29)
H (2.85, -1.94, -8.28)
H (0.56, -2.45, -7.54)
H (1.19, -0.87, -6.92)
H (-1.12, -2.44, -5.60)
H (-0.45, -0.77, -5.39)
H (-0.54, -1.93, -4.04)
C (-1.25, 3.79, -1.12)
C (-0.67, 5.05, -0.49)
C (-0.84, 5.02, 1.03)
N (-0.20, 6.11, 1.81)
C (-0.43, 7.49, 1.23)
C (-1.85, 7.99, 1.38)
C (-2.19, 8.04, 2.86)
C (-2.06, 6.64, 3.44)
C (-0.65, 6.07, 3.24)
C (1.29, 5.94, 1.78)
H (-2.25, 3.56, -0.75)
H (-0.60, 2.93, -0.93)
H (-1.30, 3.93, -2.20)
H (-1.14, 5.93, -0.91)
H (0.39, 5.12, -0.75)
H (-0.47, 4.07, 1.41)
H (-1.91, 5.09, 1.24)
H (-0.14, 7.42, 0.19)
H (0.30, 8.19, 1.65)
H (-2.55, 7.35, 0.84)
H (-1.91, 9.00, 0.99)
H (-3.23, 8.34, 3.01)
H (-1.53, 8.75, 3.36)
H (-2.76, 5.95, 2.97)
H (-2.23, 6.62, 4.52)
H (-0.61, 5.03, 3.57)
H (0.08, 6.62, 3.82)
H (1.75, 6.69, 2.40)
H (1.61, 6.03, 0.75)
H (1.51, 4.90, 2.03)
C (-1.03, -5.77, -1.60)
C (-2.38, -5.10, -1.45)
C (-2.24, -3.73, -0.78)
N (-3.44, -2.81, -0.88)
C (-3.63, -2.33, -2.29)
C (-4.79, -1.35, -2.40)
C (-4.49, -0.14, -1.53)
C (-4.16, -0.53, -0.10)
C (-3.08, -1.61, -0.06)
C (-4.64, -3.48, -0.32)
H (-0.43, -5.43, -2.44)
H (-1.16, -6.84, -1.76)
H (-0.39, -5.78, -0.71)
H (-2.99, -5.71, -0.79)
H (-2.87, -5.04, -2.42)
H (-1.39, -3.09, -1.03)
H (-2.16, -3.95, 0.29)
H (-2.69, -1.83, -2.55)
H (-3.74, -3.20, -2.94)
H (-4.88, -1.06, -3.44)
H (-5.69, -1.87, -2.10)
H (-3.68, 0.45, -1.97)
H (-5.33, 0.55, -1.55)
H (-3.88, 0.33, 0.51)
H (-5.05, -0.92, 0.41)
H (-2.18, -1.15, -0.48)
H (-2.86, -1.94, 0.95)
H (-5.51, -2.85, -0.37)
H (-4.43, -3.76, 0.71)
H (-4.80, -4.39, -0.89)
C (1.97, -0.06, 7.36)
C (0.87, -1.07, 6.99)
C (0.58, -0.95, 5.52)
N (-0.55, -1.80, 4.98)
C (-1.89, -1.40, 5.55)
C (-2.30, -0.01, 5.13)
C (-2.27, 0.15, 3.63)
C (-0.99, -0.34, 2.95)
C (-0.57, -1.71, 3.47)
C (-0.30, -3.24, 5.35)
H (2.29, -0.23, 8.39)
H (1.57, 0.96, 7.35)
H (2.84, -0.12, 6.72)
H (-0.02, -0.85, 7.58)
H (1.22, -2.06, 7.28)
H (1.45, -1.22, 4.91)
H (0.34, 0.08, 5.25)
H (-1.81, -1.46, 6.63)
H (-2.57, -2.19, 5.22)
H (-1.63, 0.68, 5.64)
H (-3.29, 0.19, 5.54)
H (-2.47, 1.18, 3.32)
H (-3.11, -0.37, 3.16)
H (-0.14, 0.34, 3.00)
H (-1.21, -0.45, 1.89)
H (0.40, -2.03, 3.11)
H (-1.35, -2.42, 3.18)
H (0.75, -3.42, 5.12)
H (-0.97, -3.86, 4.78)
H (-0.45, -3.32, 6.42)



A cluster of 2 separate species, C3H10NO3 in total at a distorted geometry. Source: the Open Molecules 2025 dataset; level of theory: wB97M-V/def2-TZVPD.

Summary:
- Max |F|: 0.094 Eh/bohr
- HOMO: -15.0 eV
- Charge: +1
- Frontier orbital gap: 11.21 eV
- Energy above the lowest of the compared OMol25 structures with the same formula, charge and spin: 257.65 kJ/mol

Geometry (Å):
O (1.19, -0.68, 0.91)
C (0.03, -0.64, 0.60)
O (-0.93, -1.68, 0.72)
C (-0.50, 0.52, -0.24)
C (-1.58, 1.47, 0.39)
N (0.77, 1.40, -0.51)
H (-0.43, -2.59, 0.86)
H (-1.19, 0.21, -1.13)
H (-2.14, 1.89, -0.36)
H (-2.25, 1.03, 1.16)
H (-1.09, 2.39, 0.77)
H (1.53, 1.35, 0.26)
H (0.43, 2.45, -0.46)
H (1.22, 1.19, -1.44)
H (2.00, -2.96, -1.12)
H (1.73, -2.55, 0.26)
O (1.21, -2.79, -0.66)



A structure of composition C14H40BrN3O3Ti at a distorted geometry. Source: the Open Molecules 2025 dataset; level of theory: wB97M-V/def2-TZVPD.

Summary:
- Max |F|: 0.144 Eh/bohr
- HOMO (spin up / spin down): -16.2 / -17.6 eV
- Charge: +3
- Frontier orbital gap (spin up / spin down): 7.59 / 7.97 eV
- Spin multiplicity: 4
- Energy above the lowest of the compared OMol25 structures with the same formula, charge and spin: 0.00 kJ/mol
- Expectation value of S²: 3.75

Geometry (Å):
Ti (1.57, 0.92, -1.81)
Br (0.83, 0.36, 0.14)
C (0.01, 2.61, 1.99)
C (-0.86, 3.28, 0.92)
C (-0.36, 4.62, 0.28)
O (-1.42, 4.98, -0.61)
C (-1.39, 6.34, -0.86)
N (-1.15, 2.28, -0.27)
H (-2.14, 2.14, -0.40)
H (-0.88, 2.59, -1.19)
H (-0.59, 1.45, -0.16)
H (0.96, 2.41, 1.49)
H (-0.35, 1.67, 2.40)
H (0.28, 3.36, 2.74)
H (-1.81, 3.40, 1.42)
H (0.52, 4.44, -0.33)
H (-0.16, 5.33, 1.08)
H (-1.75, 6.59, -1.86)
H (-0.37, 6.69, -0.90)
H (-1.81, 6.90, -0.02)
C (3.15, -3.19, 2.60)
N (2.87, -1.84, 1.82)
C (1.88, -0.97, 2.70)
C (4.24, -1.14, 1.55)
C (2.28, -2.14, 0.40)
C (0.80, -2.61, 0.48)
O (0.49, -3.52, 1.51)
H (3.73, -3.77, 1.89)
H (2.22, -3.61, 2.96)
H (3.69, -2.93, 3.52)
H (1.05, -1.58, 3.06)
H (1.47, -0.17, 2.08)
H (2.30, -0.55, 3.61)
H (4.76, -0.98, 2.49)
H (3.98, -0.17, 1.13)
H (4.84, -1.64, 0.79)
H (3.14, -2.71, 0.02)
H (2.30, -1.22, -0.19)
H (0.45, -2.89, -0.51)
H (0.17, -1.75, 0.71)
H (0.05, -4.35, 1.32)
C (-3.82, -1.73, -1.50)
N (-2.43, -1.24, -1.82)
C (-2.58, -1.06, -3.37)
C (-2.14, 0.06, -1.09)
C (-1.42, -2.32, -1.40)
C (0.07, -2.03, -1.44)
O (0.54, -1.33, -2.61)
H (-4.54, -0.97, -1.79)
H (-3.84, -1.89, -0.42)
H (-3.93, -2.77, -1.82)
H (-1.66, -0.52, -3.60)
H (-3.50, -0.52, -3.59)
H (-2.50, -2.03, -3.86)
H (-2.99, 0.65, -1.41)
H (-1.17, 0.40, -1.47)
H (-2.21, -0.16, -0.02)
H (-1.61, -3.28, -1.87)
H (-1.64, -2.58, -0.36)
H (0.67, -2.94, -1.53)
H (0.28, -1.39, -0.59)
H (1.42, -0.98, -2.46)



A structure of composition C16H18B2N6NiO2 at a distorted geometry. Source: the Open Molecules 2025 dataset; level of theory: wB97M-V/def2-TZVPD.

Summary:
- Max |F|: 0.073 Eh/bohr
- HOMO (spin up / spin down): -8.1 / -8.2 eV
- Charge: 0
- Frontier orbital gap (spin up / spin down): 8.76 / 8.25 eV
- Spin multiplicity: 3
- Expectation value of S²: 2.01

Geometry (Å):
H (-0.33, 2.97, 0.80)
N (0.09, 1.74, -0.88)
B (0.78, 0.90, -3.19)
N (0.63, 2.03, -2.13)
C (0.85, 3.35, -2.23)
Ni (-0.55, -0.24, -0.55)
H (1.24, 3.77, -3.15)
C (0.50, 3.94, -1.04)
H (0.55, 4.99, -0.80)
C (0.04, 2.91, -0.20)
H (1.28, 1.29, -4.19)
C (-2.06, -2.84, 1.21)
H (-2.40, -2.83, 2.26)
H (-1.03, -3.23, 1.15)
H (-2.74, -3.46, 0.60)
N (-0.64, 0.29, -3.32)
N (1.58, -0.23, -2.50)
N (-1.30, -0.21, -2.21)
N (1.14, -0.78, -1.31)
C (-1.40, 0.11, -4.40)
C (2.67, -0.92, -2.92)
H (-1.04, 0.43, -5.37)
H (3.12, -0.68, -3.87)
C (-2.59, -0.50, -4.01)
C (2.98, -1.87, -1.96)
C (-2.50, -0.67, -2.62)
C (2.03, -1.73, -0.94)
H (-3.40, -0.77, -4.65)
H (3.79, -2.57, -2.00)
H (-3.19, -1.09, -1.90)
H (1.93, -2.24, 0.01)
H (-2.07, -1.79, 0.81)
O (-0.34, -0.56, 2.47)
B (-0.83, 0.24, 1.36)
O (-1.47, 1.40, 1.91)
C (-1.48, 1.22, 3.26)
C (-2.09, 1.99, 4.23)
C (-2.03, 1.55, 5.56)
C (-1.37, 0.36, 5.88)
C (-0.75, -0.41, 4.90)
C (-0.81, 0.04, 3.59)
H (-2.60, 2.91, 3.94)
H (-2.50, 2.15, 6.34)
H (-1.33, 0.03, 6.92)
H (-0.24, -1.34, 5.13)